1.
{"formula": "C2H3NO2S", "method": "ωB97M-V/def2-TZVPD", "total_charge": 0, "homo_lumo_gap_ev": 8.96, "smiles": "O=C1NSCO1", "symbols": ["O", "C", "N", "S", "C", "O", "H", "H", "H"], "positions_angstrom": [[-2.323, -0.494, 0.015], [-1.143, -0.289, -0.011], [-0.149, -1.297, -0.005], [1.525, -0.723, 0.001], [0.826, 1.005, -0.005], [-0.589, 0.963, -0.022], [-0.480, -2.250, -0.057], [1.180, 1.554, -0.894], [1.154, 1.532, 0.978]], "nbo_charge": [-0.58, 0.88, -0.81, 0.35, -0.19, -0.49, 0.43, 0.21, 0.20]}

2.
{"formula": "C5H7N", "method": "ωB97M-V/def2-TZVPD", "total_charge": 0, "homo_lumo_gap_ev": 10.19, "symbols": ["C", "C", "C", "C", "N", "C", "H", "H", "H", "H", "H", "H", "H"], "positions_angstrom": [[-1.621, 0.083, 0.089], [-0.343, -0.772, 0.530], [0.439, -0.318, -0.741], [1.641, 0.069, 0.089], [0.549, 0.276, 1.123], [-0.357, 0.841, -0.175], [-2.086, -0.513, -0.713], [-2.399, 0.587, 0.687], [-0.523, -1.744, 0.961], [0.356, -0.754, -1.741], [2.121, 1.027, -0.174], [2.423, -0.683, 0.248], [-0.199, 1.901, -0.183]], "nbo_charge": [-0.46, -0.04, -0.23, -0.24, -0.37, -0.05, 0.21, 0.22, 0.19, 0.20, 0.18, 0.19, 0.21]}

3.
{"formula": "C2H4BrN4O2", "method": "ωB97M-V/def2-TZVPD", "total_charge": 1, "homo_lumo_gap_ev": 8.29, "symbols": ["C", "C", "N", "N", "N", "N", "O", "O", "Br", "H", "H", "H", "H"], "positions_angstrom": [[-0.518, 1.744, -0.276], [1.511, -0.733, 0.732], [0.087, 2.797, -0.288], [-1.584, 1.056, -0.290], [-1.831, -0.116, -0.608], [1.123, -1.805, 0.053], [-1.135, -0.913, -1.142], [1.025, 0.420, 0.523], [-3.674, -0.579, 0.005], [0.906, 3.371, -0.236], [2.348, -0.856, 1.522], [0.236, -1.711, -0.358], [1.507, -2.675, 0.363]], "nbo_charge": [0.78, 0.55, -0.47, -0.33, 0.39, -0.76, -0.25, -0.70, 0.32, 0.49, 0.18, 0.40, 0.42]}

What maximum force values result from the calculations? In sequence: 2.0; 1.8; 7.1 eV/A.